# 1
C7H8N4OS | ωB97M-V with the def2-TZVPD basis set

```
21
C7H8N4OS ωB97M-V with the def2-TZVPD basis set
N 3.38 -0.91 0.22
C 2.28 -0.13 0.45
S 1.46 -0.20 1.87
N 2.13 0.91 -0.46
N 1.34 2.03 -0.46
C 0.10 2.02 -0.20
C -0.88 0.88 -0.02
N -1.93 1.32 0.75
C -2.91 0.48 1.03
C -2.92 -0.82 0.48
C -1.87 -1.28 -0.33
C -0.84 -0.37 -0.67
O 0.19 -0.74 -1.44
H 3.63 -1.55 0.99
H 3.56 -1.28 -0.70
H 2.95 1.08 -1.03
H -0.36 2.99 -0.11
H -3.69 0.85 1.68
H -3.77 -1.47 0.61
H -1.95 -2.20 -0.88
H 0.11 -1.61 -1.77
```

## Properties
Gap between HOMO and LUMO: 8.50 eV
ΔE to the lowest compared entry with this formula, charge and spin: 125.9 kJ/mol
Highest occupied orbital energy: -8.2 eV
Structure (SMILES): NC(=S)N/N=C\c1ncccc1O
DFT total energy: -26230.33673 eV
LUMO level: 0.34 eV



# 2
C37H42AsF6N5OS3TeTi | ωB97M-V with the def2-TZVPD basis set

```
97
C37H42AsF6N5OS3TeTi ωB97M-V with the def2-TZVPD basis set
Ti -1.08 0.91 1.03
C -1.16 2.13 7.00
C 0.14 1.97 6.22
N 0.45 0.57 5.97
C 0.02 -0.02 4.80
S 0.85 -1.42 4.31
N -1.02 0.57 4.20
N -1.57 0.14 3.00
C -2.49 -0.76 3.04
C -2.82 -1.41 4.32
C -3.24 -0.99 1.79
C -4.21 -1.97 1.63
C -4.90 -2.07 0.44
C -4.64 -1.19 -0.58
C -3.64 -0.26 -0.37
N -2.95 -0.18 0.76
H -1.37 3.19 7.18
H -1.10 1.62 7.97
H -1.98 1.71 6.43
H 0.97 2.40 6.78
H 0.07 2.51 5.27
H 1.40 0.30 6.16
H -2.92 -0.64 5.09
H -2.00 -2.07 4.62
H -3.75 -1.99 4.28
H -4.40 -2.66 2.44
H -5.66 -2.84 0.31
H -5.17 -1.22 -1.52
H -3.35 0.44 -1.14
C 0.49 -3.38 -2.67
C 0.30 -2.65 -4.01
C -0.89 -3.29 -4.74
C 1.57 -2.85 -4.85
C 0.00 -1.17 -3.81
C -0.06 -0.33 -4.95
C -0.40 1.00 -4.86
C -0.71 1.52 -3.60
S -1.26 3.11 -3.17
C -1.39 2.59 -1.51
N -1.02 1.37 -1.30
C -0.64 0.72 -2.46
C -0.28 -0.63 -2.57
C -1.96 3.44 -0.46
C -2.38 4.74 -0.73
C -2.95 5.50 0.29
C -3.10 4.94 1.55
C -2.67 3.64 1.80
C -2.08 2.85 0.81
H 0.74 -4.43 -2.86
H -0.41 -3.35 -2.06
H 1.30 -2.94 -2.08
H -0.71 -4.36 -4.89
H -1.05 -2.84 -5.72
H -1.81 -3.17 -4.16
H 1.76 -3.92 -4.98
H 2.44 -2.41 -4.36
H 1.47 -2.41 -5.84
H 0.15 -0.74 -5.93
H -0.44 1.62 -5.75
H -0.24 -1.20 -1.65
H -2.26 5.17 -1.71
H -3.28 6.51 0.09
H -3.54 5.53 2.35
H -2.76 3.25 2.81
O -0.22 -0.70 0.57
S 2.67 0.67 -1.17
C 3.55 2.10 -1.84
C 3.44 1.96 -3.36
C 3.46 0.46 -3.73
C 3.45 -0.36 -2.43
H 4.59 2.08 -1.50
H 3.09 3.01 -1.45
H 4.25 2.51 -3.86
H 2.50 2.41 -3.69
H 4.33 0.20 -4.33
H 2.57 0.22 -4.32
H 2.88 -1.29 -2.52
H 4.46 -0.62 -2.11
Te -0.49 -2.53 1.14
C 1.51 -3.08 0.89
C 1.86 -4.39 0.55
C 3.19 -4.71 0.32
C 4.17 -3.73 0.39
C 3.82 -2.42 0.72
C 2.49 -2.10 0.99
H 1.09 -5.15 0.45
H 3.46 -5.73 0.06
H 5.20 -3.98 0.20
H 4.57 -1.65 0.78
H 2.22 -1.09 1.26
F 1.68 1.16 2.52
As 1.68 2.84 2.11
F 0.16 3.03 2.93
F 0.70 2.34 0.67
F 1.61 4.48 1.59
F 3.13 2.63 1.19
F 2.56 3.24 3.54
```

## Properties
Gap between HOMO and LUMO (spin up / spin down): 5.44 / 5.43 eV
ΔE to the lowest compared entry with this formula, charge and spin: 132.4 kJ/mol
Highest occupied orbital energy (spin up / spin down): -3.8 / -3.8 eV
⟨S²⟩: 0.7527
DFT total energy: -188615.02210 eV
LUMO level (spin up / spin down): 1.60 / 1.59 eV
Charge: -1
Multiplicity: 2



# 3
C5H6N4OS | ωB97M-V with the def2-TZVPD basis set

```
17
C5H6N4OS ωB97M-V with the def2-TZVPD basis set
C 0.78 2.02 1.59
S 0.97 0.22 1.47
N -0.29 -0.05 0.31
N -1.25 -0.87 0.81
C -1.54 -2.00 0.28
C -0.86 -2.44 -0.91
N -0.88 -3.57 -1.68
C -0.10 -3.31 -2.67
O 0.46 -2.06 -2.65
C -0.04 -1.52 -1.53
N 0.24 -0.29 -1.02
H 1.46 2.35 2.37
H -0.25 2.24 1.86
H 1.04 2.49 0.64
H -2.32 -2.57 0.75
H 0.13 -3.96 -3.49
H 0.19 0.52 -1.62
```

## Properties
Gap between HOMO and LUMO: 8.39 eV
ΔE to the lowest compared entry with this formula, charge and spin: 156.2 kJ/mol
Highest occupied orbital energy: -7.6 eV
Structure (SMILES): CSN1N=Cc2ncoc2N1
DFT total energy: -24122.04910 eV
LUMO level: 0.75 eV



# 4
C4H15N2O2 | ωB97M-V with the def2-TZVPD basis set

```
23
C4H15N2O2 ωB97M-V with the def2-TZVPD basis set
N 0.45 1.26 0.05
C -0.30 -0.04 -0.30
C 0.35 -0.72 -1.60
C 0.01 -2.18 -1.73
O 0.02 -2.64 -0.30
C -1.77 0.48 -0.18
N -2.14 0.86 1.18
H 1.12 1.90 -0.49
H -0.26 2.02 0.23
H 0.88 0.96 1.01
H -0.06 -0.86 0.49
H 0.09 -0.23 -2.53
H 1.38 -0.56 -1.25
H -1.12 -2.35 -2.02
H 0.69 -2.87 -2.37
H 0.66 -3.29 -0.18
H -2.28 -0.51 -0.66
H -1.83 1.31 -0.83
H -2.61 0.14 1.89
H -2.72 1.74 1.23
H 3.52 2.51 2.46
H 3.04 1.32 3.39
O 2.89 1.74 2.50
```

## Properties
Gap between HOMO and LUMO: 10.19 eV
ΔE to the lowest compared entry with this formula, charge and spin: 322.9 kJ/mol
Highest occupied orbital energy: -13.2 eV
DFT total energy: -11457.91117 eV
LUMO level: -2.98 eV
Charge: +1



# 5
C16H32O27S6 | ωB97M-V with the def2-TZVPD basis set

```
81
C16H32O27S6 ωB97M-V with the def2-TZVPD basis set
O 4.52 4.41 3.25
S 3.33 4.50 2.45
O 2.13 3.93 3.03
O 3.06 6.07 1.88
C 3.95 6.48 0.82
C 4.16 5.10 0.09
O 3.58 4.11 0.93
H 3.38 7.25 0.30
H 4.76 6.96 1.36
H 5.17 4.87 -0.26
H 3.59 5.24 -0.83
O -0.19 -4.65 -5.44
S -0.61 -3.83 -6.56
O -0.26 -4.11 -7.95
O -2.33 -3.50 -6.38
C -2.48 -2.08 -6.37
C -1.15 -1.34 -6.48
O -0.16 -2.27 -6.14
H -3.25 -1.83 -7.09
H -2.98 -1.82 -5.43
H -0.99 -0.56 -5.73
H -0.94 -0.98 -7.48
O -1.14 -7.69 2.36
S -1.68 -8.51 1.26
O -2.13 -7.88 0.02
O -0.70 -9.77 0.93
C -0.85 -10.75 1.99
C -2.21 -10.45 2.70
O -2.81 -9.52 1.86
H -0.80 -11.68 1.44
H -0.08 -10.88 2.75
H -2.14 -10.08 3.72
H -2.85 -11.33 2.66
O -0.90 6.35 -1.24
S -2.05 7.23 -1.49
O -2.38 8.19 -0.50
O -1.80 8.16 -2.85
C -2.85 8.11 -3.74
C -4.06 7.36 -3.11
O -3.49 6.45 -2.17
H -3.24 9.07 -4.05
H -2.50 7.61 -4.64
H -4.71 6.77 -3.75
H -4.72 7.96 -2.47
O -6.52 2.24 5.32
S -5.50 1.18 5.40
O -5.92 -0.09 5.90
O -4.95 0.95 3.84
C -3.55 0.90 3.76
C -2.97 1.25 5.20
O -4.11 1.73 5.92
H -3.33 -0.16 3.59
H -3.16 1.36 2.85
H -2.25 2.05 5.05
H -2.59 0.47 5.85
O 8.21 -2.22 2.66
S 6.81 -2.27 2.27
O 6.19 -3.54 1.83
O 5.88 -1.72 3.49
C 5.54 -0.33 3.22
C 6.28 0.13 2.01
O 6.41 -1.02 1.27
H 4.50 -0.25 2.93
H 5.79 0.21 4.14
H 7.20 0.63 2.32
H 5.89 0.96 1.42
C 1.95 0.32 -1.55
C 0.77 1.05 -0.89
O -0.40 0.40 -1.21
C -0.82 -0.62 -0.46
O -0.34 -0.91 0.64
O -1.56 -1.32 -1.25
C -1.87 -2.64 -0.80
H 2.12 -0.67 -1.12
H 2.91 0.84 -1.59
H 1.58 0.00 -2.53
H 0.79 2.01 -1.40
H 0.77 1.31 0.17
H -1.01 -3.20 -0.44
H -2.46 -3.18 -1.54
H -2.47 -2.53 0.11
```

## Properties
Gap between HOMO and LUMO: 10.79 eV
ΔE to the lowest compared entry with this formula, charge and spin: 386.6 kJ/mol
Highest occupied orbital energy: -10.8 eV
Structure (SMILES): O=S1(=O)OCCO1.O=S1(=O)OCCO1.O=S1(=O)OCCO1.O=S1(=O)OCCO1.O=S1(=O)OCCO1.O=S1(=O)OCCO1.CCOC(=O)OC
DFT total energy: -137394.00552 eV
LUMO level: 0.01 eV



# 6
C3H5P | ωB97M-V with the def2-TZVPD basis set

```
9
C3H5P ωB97M-V with the def2-TZVPD basis set
C 0.40 0.30 1.01
C -0.22 -0.76 0.21
P -0.72 -2.35 0.19
C -1.06 -0.93 -1.13
H 0.14 0.20 2.01
H 0.07 1.16 0.49
H 1.45 0.36 0.98
H -2.12 -0.42 -1.09
H -0.65 -0.86 -2.14
```

## Properties
Gap between HOMO and LUMO: 9.31 eV
ΔE to the lowest compared entry with this formula, charge and spin: 56.1 kJ/mol
Highest occupied orbital energy: -8.8 eV
Structure (SMILES): CC1=PC1
DFT total energy: -12478.05692 eV
LUMO level: 0.51 eV



# 7
C7H16BFNO3 | ωB97M-V with the def2-TZVPD basis set

```
29
C7H16BFNO3 ωB97M-V with the def2-TZVPD basis set
C -2.59 1.60 0.66
C -2.68 0.09 0.30
O -2.29 -0.72 1.42
C -1.99 -0.31 -1.04
C -0.45 -0.09 -1.12
C 0.15 1.37 -1.09
O 0.94 1.33 0.08
B 1.26 -0.05 0.55
N 0.77 -0.42 1.97
C 2.89 -0.24 0.43
C 3.32 -1.38 -0.55
F 3.57 0.94 -0.02
O 0.39 -0.91 -0.35
H -2.71 2.23 -0.24
H -3.26 1.88 1.50
H -1.55 1.77 1.02
H -3.78 -0.13 0.17
H -2.67 -1.57 1.20
H -2.47 0.25 -1.88
H -2.23 -1.38 -1.22
H -0.23 -0.45 -2.17
H 0.86 1.51 -1.94
H -0.62 2.18 -1.08
H 1.54 -0.79 2.52
H 0.16 -1.22 1.86
H 3.39 -0.49 1.40
H 2.84 -2.34 -0.25
H 3.01 -1.12 -1.58
H 4.43 -1.53 -0.54
```

## Properties
Gap between HOMO and LUMO: 7.34 eV
Highest occupied orbital energy: -3.9 eV
DFT total energy: -18547.63744 eV
LUMO level: 3.40 eV
Charge: -1



# 8
C5H7NOS | ωB97M-V with the def2-TZVPD basis set

```
15
C5H7NOS ωB97M-V with the def2-TZVPD basis set
C -0.99 0.71 0.35
C 0.01 -0.08 -0.04
C -2.25 0.11 0.23
C 2.37 -0.81 -0.28
C 1.46 0.42 0.09
N -3.50 0.71 0.26
O -4.25 1.19 -0.52
S -2.72 -1.53 0.11
H -0.81 1.74 0.75
H -0.05 -1.09 -0.54
H 3.46 -0.61 -0.15
H 2.11 -1.20 -1.25
H 2.03 -1.60 0.37
H 1.68 0.70 1.14
H 1.47 1.35 -0.51
```

## Properties
Gap between HOMO and LUMO (spin up / spin down): 7.59 / 7.59 eV
ΔE to the lowest compared entry with this formula, charge and spin: 494.9 kJ/mol
Highest occupied orbital energy (spin up / spin down): -8.5 / -8.5 eV
DFT total energy: -19666.47319 eV
LUMO level (spin up / spin down): -0.96 / -0.96 eV



What did the first record say?
C7H8N4OS | ωB97M-V with the def2-TZVPD basis set

```
21
C7H8N4OS ωB97M-V with the def2-TZVPD basis set
N 3.38 -0.91 0.22
C 2.28 -0.13 0.45
S 1.46 -0.20 1.87
N 2.13 0.91 -0.46
N 1.34 2.03 -0.46
C 0.10 2.02 -0.20
C -0.88 0.88 -0.02
N -1.93 1.32 0.75
C -2.91 0.48 1.03
C -2.92 -0.82 0.48
C -1.87 -1.28 -0.33
C -0.84 -0.37 -0.67
O 0.19 -0.74 -1.44
H 3.63 -1.55 0.99
H 3.56 -1.28 -0.70
H 2.95 1.08 -1.03
H -0.36 2.99 -0.11
H -3.69 0.85 1.68
H -3.77 -1.47 0.61
H -1.95 -2.20 -0.88
H 0.11 -1.61 -1.77
```

## Properties
Gap between HOMO and LUMO: 8.50 eV
ΔE to the lowest compared entry with this formula, charge and spin: 125.9 kJ/mol
Highest occupied orbital energy: -8.2 eV
Structure (SMILES): NC(=S)N/N=C\c1ncccc1O
DFT total energy: -26230.33673 eV
LUMO level: 0.34 eV